(1)
C54H48Co2N2O5P | the ωB97M-V functional and the def2-TZVPD basis

Last column: Mulliken charge in e.
Element x y z (Å)
1 C 5.8066 2.3190 2.1780  -1.551
2 C 4.5697 2.8966 2.8014  0.350
3 C 4.2266 4.2382 2.5847  -0.942
4 C 2.9872 4.7499 2.9912  0.760
5 C 2.6544 6.1839 2.7591  -1.636
6 C 2.0775 3.8546 3.5770  -0.123
7 N 0.7082 4.1941 3.6749  0.547
8 C -0.3316 3.3899 3.2093  0.515
9 C -0.1450 2.2529 2.4616  -1.091
10 N -1.4773 4.1338 3.4120  0.977
11 C -2.8325 3.7631 3.1456  -0.524
12 C -3.5648 3.0974 4.1385  1.082
13 C -2.9299 2.6740 5.4237  -1.336
14 C -4.9407 2.9276 3.9580  -1.005
15 C -5.6009 3.4753 2.8557  0.788
16 C -7.0878 3.3004 2.7094  -1.418
17 C -4.8629 4.2206 1.9301  -1.120
18 C -3.4882 4.4114 2.0901  0.551
19 C -2.7514 5.3356 1.1781  -1.349
20 C -1.1484 5.3281 4.0206  -1.020
21 C 0.1818 5.3512 4.2017  -0.671
22 C 2.5180 2.6158 4.0725  1.532
23 C 1.6992 1.8227 5.0389  -1.561
24 C 3.7533 2.1217 3.6357  -0.529
25 H 5.6041 1.3539 1.6983  0.328
26 H 6.1975 2.9992 1.4148  0.372
27 H 6.5988 2.1579 2.9187  0.297
28 H 4.9225 4.8986 2.0566  0.289
29 H 1.8369 6.3240 2.0437  0.316
30 H 2.3918 6.6949 3.6911  0.291
31 H 3.5365 6.6916 2.3571  0.393
32 H -1.0229 1.7449 2.0864  0.279
33 H 0.8784 2.0817 2.1614  0.267
34 H -3.6207 2.0137 5.9595  0.424
35 H -1.9882 2.1327 5.2755  0.163
36 H -2.7492 3.5328 6.0873  0.295
37 H -5.5144 2.3953 4.7213  0.361
38 H -7.4630 3.9006 1.8741  0.357
39 H -7.3596 2.2530 2.5190  0.309
40 H -7.6135 3.6049 3.6256  0.328
41 H -5.3800 4.6930 1.0904  0.258
42 H -3.4453 5.7032 0.4142  0.412
43 H -2.3690 6.2170 1.7086  0.286
44 H -1.9137 4.8397 0.6728  0.252
45 H -1.8984 6.0477 4.2884  0.667
46 H 0.7858 6.1020 4.6749  0.625
47 H 2.3655 1.2830 5.7292  0.589
48 H 1.0174 2.4355 5.6406  0.281
49 H 1.1091 1.0599 4.5173  -0.153
50 H 4.0670 1.1189 3.9422  0.370
51 O 0.3386 2.2285 -1.2629  -0.387
52 C 0.3893 1.0879 -1.4415  -0.088
53 Co 0.4621 -0.6584 -1.5682  0.282
54 C -1.2360 -0.7987 -1.1025  0.187
55 O -2.3321 -0.7700 -0.7246  -0.469
56 C 0.7585 -0.5119 -3.2991  0.731
57 O 0.9664 -0.1911 -4.3972  -0.541
58 C 1.6906 -1.7347 -0.7787  -1.382
59 C 1.1268 -0.8120 0.0728  -0.578
60 C 1.1117 -0.2370 1.3108  0.214
61 C 0.6245 -1.0159 2.4282  0.777
62 C 1.3250 -1.0809 3.6593  -0.348
63 C 0.7229 -1.6074 4.8011  -0.386
64 C -0.5094 -2.2705 4.6933  -0.559
65 C -1.1413 -2.3603 3.4469  -0.914
66 C -0.5843 -1.7425 2.3297  -0.236
67 Co 0.7044 -3.0384 -1.8656  0.759
68 C -0.8339 -3.5186 -1.2305  -0.071
69 O -1.8419 -3.9727 -0.8593  -0.498
70 C 1.7723 -4.3241 -1.4656  -0.111
71 O 2.4603 -5.2292 -1.2188  -0.535
72 P 0.4878 -3.6922 -3.9094  1.331
73 C -0.8918 -2.9402 -4.8632  0.263
74 C -1.1242 -3.2853 -6.2061  -0.414
75 C -2.2055 -2.7216 -6.8881  -0.757
76 C -3.0471 -1.8165 -6.2332  -0.525
77 C -2.8326 -1.5034 -4.8900  -0.694
78 C -1.7902 -2.1100 -4.1920  -0.414
79 C 1.9892 -3.3253 -4.8879  0.497
80 C 1.9579 -2.4851 -6.0046  -0.397
81 C 3.1239 -2.2798 -6.7448  -0.730
82 C 4.3171 -2.8975 -6.3631  -0.563
83 C 4.3573 -3.7189 -5.2328  -0.646
84 C 3.1969 -3.9266 -4.4864  -0.424
85 C 0.2057 -5.4571 -4.3989  0.709
86 C 1.0064 -6.1474 -5.3231  -0.162
87 C 0.6360 -7.4215 -5.7627  -0.634
88 C -0.5284 -8.0215 -5.2826  -0.541
89 C -1.3151 -7.3477 -4.3426  -0.676
90 C -0.9451 -6.0803 -3.8882  -0.517
91 H 2.7626 -2.0110 -0.7530  0.554
92 H 1.7223 0.6524 1.4524  0.889
93 H 2.3443 -0.6825 3.6768  0.435
94 H 1.2207 -1.5142 5.7711  0.366
95 H -0.9690 -2.7087 5.5833  0.358
96 H -2.0764 -2.9075 3.3310  0.416
97 H -1.0843 -1.7838 1.3554  0.368
98 H -0.4661 -3.9982 -6.7096  0.511
99 H -2.3886 -2.9997 -7.9249  0.380
100 H -3.8867 -1.3696 -6.7643  0.370
101 H -3.4698 -0.7915 -4.3658  0.461
102 H -1.6800 -1.9415 -3.1138  -0.127
103 H 1.0306 -2.0039 -6.3106  0.415
104 H 3.0874 -1.6202 -7.6108  0.394
105 H 5.2255 -2.7234 -6.9393  0.357
106 H 5.2818 -4.2101 -4.9292  0.420
107 H 3.2186 -4.5932 -3.6196  0.296
108 H 1.9067 -5.6881 -5.7312  0.280
109 H 1.2671 -7.9340 -6.4874  0.399
110 H -0.8126 -9.0162 -5.6251  0.351
111 H -2.2275 -7.8048 -3.9641  0.393
112 H -1.5741 -5.5519 -3.1657  0.283

- charge = -1
- energy (Eh) = -5679.035487
- strongest force on any atom (eV/A) = 7.051



(2)
C5H8N | the ωB97M-V functional and the def2-TZVPD basis

Last column: Mulliken charge in e.
Element x y z (Å)
1 C -0.0690 1.0526 -3.0313  -0.540
2 C 0.5203 0.8100 -1.9263  -0.065
3 C -1.2533 0.4961 1.3095  -0.150
4 C 0.5939 -1.0120 0.5048  -0.185
5 C 0.9287 -0.7758 1.8990  -0.342
6 N -0.2735 -0.2555 1.3167  0.142
7 H -1.1749 1.3991 -2.8537  0.197
8 H 0.1777 1.0901 -4.0489  0.335
9 H -1.6735 1.0094 2.1695  0.325
10 H -1.6617 0.3386 0.2121  0.234
11 H 1.0449 -0.4209 -0.2800  0.225
12 H 0.2570 -2.0328 0.0399  0.270
13 H 0.6995 -1.5880 2.6897  0.278
14 H 1.8841 -0.1110 1.9990  0.276

- charge = +1
- ΔE to the lowest compared entry with this formula, charge and spin (eV) = 7.270
- energy (Eh) = -249.557993
- strongest force on any atom (eV/A) = 4.454